DFT (the ωB97M-V functional and the def2-TZVPD basis) results for 2 unconnected molecules or ions with the total composition C7H10N at a distorted geometry.

Total charge   +1
Highest occupied orbital energy   -14.05 eV
Orbital gap   10.061 eV
Maximum force   0.095 Eh/bohr

Structure (XYZ):
```
18
C7H10N | the Open Molecules 2025 dataset | the ωB97M-V functional and the def2-TZVPD basis
N -1.938 -0.364 0.823
C -0.420 -1.696 -1.220
C 0.507 -1.471 -0.259
C 1.395 0.638 0.381
C -0.205 2.068 -0.864
C 1.580 -0.949 0.504
C 0.135 0.847 -0.460
C -0.435 -0.426 -0.661
H -2.713 -0.571 0.159
H 2.244 1.156 -0.188
H 0.447 2.800 -0.635
H 1.365 0.947 1.414
H 1.577 -1.336 1.484
H -1.161 2.270 -1.454
H 2.627 -1.221 0.187
H -2.011 0.588 1.088
H -1.100 -2.270 -1.888
H -1.893 -1.009 1.588
```